No. 1
Formula: C6H9IN2O
Source: OMol25
Level of theory: ωB97M-V/def2-TZVPD

Computed properties:
calculated total energy = -19493.73260 eV
Kohn-Sham gap = 8.6 eV
SMILES = CC(C)c1noc(N)c1I
molecular weight = 252.05 Da

Geometry (Å):
I1 1.087668 -0.170952 2.944042
O1 0.817875 -2.028205 -0.900413
N1 0.102205 -0.941635 -1.173190
N2 1.901704 -3.128677 0.848766
C1 0.626512 -1.000725 1.026388
C2 -0.091008 -0.235237 -0.081179
C3 -1.984795 1.180574 -0.840683
C4 -0.731867 1.122307 -0.002720
C5 1.187256 -2.131956 0.399890
C6 0.172284 2.263323 -0.482603
H1 0.729579 1.859868 -1.337245
H2 -1.113684 1.177373 1.102454
H3 0.881132 2.775982 0.219285
H4 -2.029480 1.486690 -1.790216
H5 -0.583281 2.901646 -0.954946
H6 1.865833 -4.037777 0.431453
H7 -2.551773 0.231623 -0.824910
H8 2.421559 -3.181038 1.748354
H9 -2.707718 1.856813 -0.332526

Cartesian forces (eV/Å) of the 3 atoms listed first:
-0.332 -0.749 -1.112
1.569 -2.686 0.471
-1.887 2.470 0.081

---

No. 2
Formula: C4H2N2O
Source: OMol25
Level of theory: ωB97M-V/def2-TZVPD

Computed properties:
calculated total energy = -9199.61537 eV
Kohn-Sham gap (alpha / beta) = 7.3 / 5.8 eV
molecular weight = 94.07 Da
⟨S²⟩ = 2.0237
2S+1 = 3

Geometry (Å):
O1 1.332952 0.279739 -0.659198
N1 1.280233 2.390357 0.368963
N2 0.037240 -3.042507 -0.202623
C1 -0.009472 -1.915222 -0.272229
C2 1.331323 1.396073 -0.180538
C3 -0.108624 -0.510569 -0.125855
C4 -1.055836 0.204348 0.260705
H1 -1.910368 -0.156829 0.617689
H2 -0.897444 1.354606 0.193083

Cartesian forces (eV/Å) of the 3 atoms listed first:
3.261 2.854 -1.013
-0.279 6.168 3.284
0.463 -3.479 -0.252

---

No. 3
Formula: C11H6N2
Source: OMol25
Level of theory: ωB97M-V/def2-TZVPD

Computed properties:
calculated total energy = -14471.85226 eV
Kohn-Sham gap = 7.7 eV
molecular weight = 166.18 Da

Geometry (Å):
N1 1.207584 1.590780 -0.412289
N2 0.910453 -0.514813 0.715638
C1 2.778238 0.961853 1.483443
C2 -1.414858 -1.075133 -0.461223
C3 -0.098558 -0.409510 -0.298954
C4 -0.482717 -2.103908 2.580977
C5 -0.703468 1.365808 -2.077143
C6 0.231776 0.810676 -1.080219
C7 0.630096 -1.146244 1.866833
C8 -2.284828 -0.537970 -1.395749
C9 3.881689 0.692977 2.139840
C10 -1.794788 0.585898 -2.367910
C11 1.616591 0.711399 0.517604
H1 -2.490371 0.967631 -3.205573
H2 -1.591213 -1.936485 0.218817
H3 -1.470150 -2.136933 3.724862
H4 4.815386 1.041662 2.539033
H5 -3.266904 -0.962842 -1.689724
H6 -0.473957 2.095152 -2.798263

Cartesian forces (eV/Å) of the 3 atoms listed first:
0.727 -4.464 1.347
-2.617 0.835 -2.122
4.506 -2.530 1.800

---

No. 4
Formula: C25H59N2O13
Source: OMol25
Level of theory: ωB97M-V/def2-TZVPD

Computed properties:
calculated total energy = -56462.03126 eV
charge = +1
Kohn-Sham gap = 8.4 eV
molecular weight = 595.75 Da

Geometry (Å):
O1 -6.626253 -1.472328 2.818868
O2 -6.258711 -4.860307 3.785146
O3 5.452500 -1.546839 -1.563363
O4 2.622385 4.359453 -0.025704
O5 -4.656066 -0.441736 0.182205
O6 -4.560875 -5.719508 1.140811
O7 -0.467730 -1.455966 -2.644968
O8 -6.549422 -4.830238 -3.033192
O9 6.871157 2.592640 -1.098018
O10 7.255182 5.624645 -2.663212
O11 2.661753 1.149783 0.736300
O12 -2.455240 -0.493775 -0.596396
O13 5.526697 7.515899 -1.035590
N1 1.149452 -1.232556 2.015627
N2 -1.082275 -4.682224 -0.115939
C1 4.710359 -0.179915 0.398307
C2 -0.190335 0.273380 0.328199
C3 0.157059 -4.149881 -0.581798
C4 -1.573269 -4.065248 1.072659
C5 -2.935659 1.978206 -2.266754
C6 -5.988627 -0.966192 3.980253
C7 -6.932726 -4.663341 5.019268
C8 1.004687 -3.015281 0.046817
C9 2.644929 -1.209407 1.788434
C10 0.436085 -2.363350 1.350822
C11 -3.776339 0.105716 -0.528841
C12 3.107235 -0.228021 0.607128
C13 -1.777829 0.104943 0.570750
C14 8.137751 2.313164 -0.516576
C15 3.950826 4.351148 0.479790
C16 -0.925339 -2.924054 1.889208
C17 -5.439111 -4.070760 -3.485971
C18 -1.416269 -1.596032 -3.692570
C19 4.698752 8.354899 -0.243108
C20 1.679610 1.325227 1.782434
C21 -5.560667 -5.839837 0.137199
C22 -4.135527 1.475379 -1.291338
C23 0.590521 0.136529 1.725330
C24 5.164186 -0.401812 -1.120240
C25 7.163072 6.649240 -3.643347
H1 -5.958675 -1.507342 2.120285
H2 -0.917762 -1.415511 -4.645118
H3 1.983117 -2.694603 -0.447508
H4 -5.152017 1.438981 -1.802533
H5 7.708474 4.877683 -3.075702
H6 -2.311686 1.096399 -2.668880
H7 -0.935237 -1.621042 -1.813168
H8 -2.601470 -4.446596 1.467984
H9 -1.384943 -2.480888 2.837234
H10 1.091101 2.296723 1.573073
H11 4.149080 9.045746 -0.887346
H12 8.929228 2.515684 -1.241915
H13 -7.346834 -4.372622 -3.328264
H14 2.576326 3.685026 -0.715633
H15 6.868148 3.527536 -1.340265
H16 -4.993803 -5.865513 1.993459
H17 -0.177996 0.357434 2.563218
H18 5.085131 0.849803 0.757006
H19 5.166708 -0.989773 1.063293
H20 -6.925976 -3.600951 5.275622
H21 0.573447 -4.605036 -1.555735
H22 4.178051 3.367186 0.898266
H23 -2.054993 -0.416007 1.547912
H24 8.170413 1.260694 -0.232312
H25 -6.717112 -0.914330 4.789796
H26 4.946576 7.024638 -1.631370
H27 -4.196666 2.277513 -0.459059
H28 5.279293 0.509157 -1.816748
H29 -5.478083 -3.066796 -3.054497
H30 5.327730 8.923999 0.441693
H31 -2.220542 -0.867591 -3.561815
H32 -6.736999 -4.351359 3.116648
H33 6.654924 7.508858 -3.207445
H34 8.279777 2.932112 0.372572
H35 4.651836 4.586316 -0.324543
H36 6.590609 6.286318 -4.500911
H37 2.149181 1.452383 2.818419
H38 -3.334685 2.545753 -3.186453
H39 4.035454 5.104553 1.263368
H40 -7.961553 -5.021425 4.935945
H41 2.630557 -0.630810 -0.366924
H42 -5.454948 -4.008610 -4.577071
H43 -5.102320 -5.679922 -0.838363
H44 3.095485 -2.265940 1.666006
H45 -1.826181 -2.608994 -3.685496
H46 -5.599141 0.035610 3.780256
H47 -5.172130 -1.633683 4.270049
H48 -4.520961 -4.565054 -3.166441
H49 -6.336487 -5.087733 0.299518
H50 1.032381 -1.383041 3.042444
H51 0.218304 -0.367756 -0.521656
H52 -2.221502 1.173796 0.650473
H53 -5.997444 -6.840571 0.171635
H54 -2.240738 2.696017 -1.689194
H55 -0.046496 1.369943 -0.009475
H56 3.131321 -0.801134 2.757422
H57 3.998002 7.744405 0.332518
H58 8.165842 6.944235 -3.961103
H59 -6.417048 -5.225512 5.798205

Cartesian forces (eV/Å) of the 3 atoms listed first:
0.009 -0.189 -0.119
0.175 -0.046 -0.398
-1.241 4.031 1.808

---

No. 5
Formula: C18H13GaN3O4
Source: OMol25
Level of theory: ωB97M-V/def2-TZVPD

Computed properties:
calculated total energy = -83906.21773 eV
charge = +1
Kohn-Sham gap = 6.0 eV
molecular weight = 405.04 Da

Geometry (Å):
Ga1 0.286895 0.631323 -1.119182
O1 2.399148 -0.485784 6.033417
O2 -1.661765 -1.457560 1.867631
O3 3.634394 -2.114740 4.944377
O4 -1.025759 -1.188977 -0.261893
N1 -1.138199 1.507315 1.141117
N2 1.615487 -1.382630 -0.943801
N3 0.411525 -0.615726 1.522748
C1 2.246918 -1.653789 2.599391
C2 -2.227019 3.001488 3.196852
C3 -2.015179 2.476719 0.886673
C4 -0.789347 1.276916 2.415208
C5 -1.320285 1.989787 3.472146
C6 2.007506 -1.871414 -2.117771
C7 2.678675 -3.076366 -2.242485
C8 1.871413 -2.088032 0.170371
C9 -0.833662 -1.111569 0.929426
C10 1.512563 -1.468885 1.470343
C11 2.529481 -3.302250 0.131107
C12 -2.580230 3.255425 1.883794
C13 0.239130 0.227129 2.610179
C14 2.744877 -1.279572 5.150916
C15 1.004555 0.066730 3.719249
C16 2.942541 -3.799940 -1.096196
C17 1.899791 -1.008390 3.792591
C18 -2.945782 -1.989596 1.421024
H1 -3.280190 4.041739 1.630585
H2 2.984960 -3.431722 -3.217043
H3 -1.046963 1.752784 4.492550
H4 1.778259 -1.268897 -2.989820
H5 -3.477450 -1.230026 0.856565
H6 -2.262609 2.639370 -0.156776
H7 0.920114 0.723292 4.578862
H8 -2.780550 -2.867340 0.805087
H9 2.703386 -3.864717 1.040485
H10 3.464421 -4.747115 -1.149166
H11 -2.655857 3.581720 4.005699
H12 3.122817 -2.295511 2.604658
H13 -3.474454 -2.247178 2.328347

Cartesian forces (eV/Å) of the 3 atoms listed first:
-0.002 -0.205 0.032
0.199 -0.739 -0.186
-0.001 -0.193 -0.021

---

No. 6
Formula: C2H7N4O
Source: OMol25
Level of theory: ωB97M-V/def2-TZVPD

Computed properties:
calculated total energy = -10186.15384 eV
charge = +1
Kohn-Sham gap = 9.9 eV
SMILES = CN(N=O)C(N)=[NH2+]
molecular weight = 103.10 Da

Geometry (Å):
O1 -2.782674 -0.160442 -0.210741
N1 -1.828884 0.555244 -0.016964
N2 -0.657323 -0.104309 0.018507
N3 0.410551 1.958158 0.152211
N4 1.785927 0.046718 -0.098299
C1 0.658441 0.680253 0.082186
C2 -0.694280 -1.549776 0.085162
H1 2.713628 0.482395 -0.149955
H2 1.140765 2.645888 0.027471
H3 0.331405 -1.958426 0.339964
H4 -0.909111 -2.008720 -0.795754
H5 -0.511475 2.198666 0.081300
H6 -1.308062 -1.833394 0.855971
H7 1.651086 -0.952249 -0.371056

Cartesian forces (eV/Å) of the 3 atoms listed first:
1.177 0.695 0.504
-0.993 0.487 -0.587
3.897 0.065 0.236

---

No. 7
Formula: CN3O2S
Source: OMol25
Level of theory: ωB97M-V/def2-TZVPD

Computed properties:
calculated total energy = -20432.45931 eV
charge = -1
Kohn-Sham gap (alpha / beta) = 6.7 / 6.7 eV
molecular weight = 118.10 Da

Geometry (Å):
S1 1.736483 0.906357 0.755058
O1 -1.741698 -0.455827 -1.162021
O2 -2.764346 0.358184 0.671155
N1 -1.724802 -0.062881 -0.074229
N2 -1.164756 0.101079 0.961542
N3 3.133668 -0.793416 -0.909212
C1 2.525448 -0.053495 -0.242290

Cartesian forces (eV/Å) of the 3 atoms listed first:
-1.533 1.642 1.521
0.621 -0.765 -2.870
-1.320 0.518 0.672

---

No. 8
Formula: C43H53N2O2P3TeZr
Source: OMol25
Level of theory: ωB97M-V/def2-TZVPD

Computed properties:
calculated total energy = -88952.95918 eV
Kohn-Sham gap (alpha / beta) = 5.3 / 5.3 eV
molecular weight = 941.66 Da

Geometry (Å):
Te1 1.048920 -3.217618 3.371749
Zr1 0.000000 0.000000 0.000000
P1 1.363671 -2.139175 0.299922
P2 0.888897 -0.013762 2.388447
P3 -1.222021 3.192710 1.757557
O1 0.477090 -2.814092 -3.176110
O2 -0.042265 -1.058555 -1.795963
N1 5.491538 -3.679077 5.356772
N2 -0.695158 1.816182 0.999772
C1 -3.615857 2.628296 0.352223
C2 -0.548594 4.601012 0.756055
C3 3.927452 -5.419686 0.576298
C4 3.919830 -1.012749 -0.400204
C5 4.166472 2.743117 0.564651
C6 2.976528 -3.414831 4.239279
C7 -0.518070 3.117686 3.471684
C8 -3.621762 2.052417 2.721289
C9 3.213258 -6.398191 -0.118626
C10 -1.289099 4.767248 -0.588472
C11 -1.173801 4.114609 4.441541
C12 1.757798 -1.652311 2.066417
C13 4.534045 1.758128 1.485465
C14 1.967973 -6.091189 -0.670196
C15 -0.624999 5.953978 1.482626
C16 2.151766 -3.811749 0.157197
C17 -0.644505 1.703690 4.096957
C18 -0.055244 -1.713732 -2.871810
C19 0.323140 -0.233094 6.485219
C20 3.561588 0.920166 2.039542
C21 4.755754 -0.228652 -1.201637
C22 3.400076 -4.131828 0.717962
C23 2.026437 1.444183 6.152656
C24 3.720625 -4.579241 4.030187
C25 2.032792 -0.409740 -1.788436
C26 1.850815 2.057822 0.753341
C27 4.990563 -4.692898 4.601850
C28 2.548155 -1.112374 -0.689501
C29 2.210224 1.070810 1.680136
C30 0.247415 -0.429519 5.103868
C31 -3.754981 4.436870 2.061108
C32 4.232101 0.463980 -2.294744
C33 1.953324 1.250623 4.769420
C34 3.511253 -2.387335 5.021695
C35 2.826092 2.891263 0.197420
C36 1.439564 -4.804744 -0.530938
C37 2.870038 0.374543 -2.587307
C38 4.783423 -2.538764 5.577669
C39 0.929282 4.373956 0.343182
C40 0.999946 3.398834 3.492066
C41 -3.074087 3.099415 1.727316
C42 1.217160 0.699187 7.010293
C43 1.074599 0.290486 4.224426
H1 1.222778 4.442423 3.265358
H2 2.542705 3.652015 -0.518207
H3 -3.486450 2.366306 3.757258
H4 -4.699985 1.896821 2.592691
H5 5.207668 -1.750015 6.184212
H6 1.284981 5.173446 -0.318570
H7 5.577681 -5.587854 4.445213
H8 -3.133870 1.083113 2.578186
H9 3.964060 -3.409865 1.281736
H10 -1.151911 5.133738 4.051917
H11 0.471922 -4.580575 -0.962164
H12 4.355668 -1.516004 0.441637
H13 0.036127 5.987319 2.350473
H14 4.880707 1.071617 -2.912192
H15 4.920080 3.388977 0.133351
H16 -1.325054 3.820120 -1.136034
H17 -1.635656 6.169797 1.833343
H18 2.462598 0.911778 -3.433712
H19 1.274121 0.853164 8.080087
H20 -0.467818 -1.143795 4.721606
H21 1.053327 3.428532 -0.194229
H22 -0.180778 0.942925 3.461068
H23 2.953402 -1.481801 5.199303
H24 5.572393 1.640938 1.766516
H25 -3.180230 1.667989 0.058935
H26 -0.792686 5.499928 -1.236631
H27 -2.217035 3.862663 4.639634
H28 1.434476 3.206651 4.480819
H29 -2.307263 5.133156 -0.448762
H30 1.410679 -6.849816 -1.204481
H31 -1.676712 1.404498 4.266725
H32 5.810486 -0.153774 -0.970451
H33 -0.322654 6.777604 0.825014
H34 -3.397742 4.849485 3.006147
H35 -0.316919 -0.800988 7.148074
H36 1.526584 2.760443 2.775604
H37 -0.662463 4.122649 5.411469
H38 -1.046055 0.998861 -1.249904
H39 -4.704848 2.497476 0.377236
H40 2.708840 2.179274 6.559757
H41 -3.577216 5.187373 1.288888
H42 -3.416856 3.337101 -0.448763
H43 3.621413 -7.394963 -0.224441
H44 -4.842290 4.321495 2.143243
H45 0.979062 -0.472488 -2.028966
H46 3.320702 -5.386091 3.431494
H47 3.858783 0.157923 2.748691
H48 2.583745 1.866613 4.153526
H49 -0.651759 -1.226696 -3.715716
H50 0.815387 2.180838 0.462420
H51 4.887795 -5.661032 1.013212
H52 1.610642 4.360981 1.191341
H53 -0.150179 1.655456 5.075151

Cartesian forces (eV/Å) of the 3 atoms listed first:
0.352 0.150 -0.492
-1.637 5.104 -0.919
1.976 -1.829 2.557

---

Number 1: maximum force 5.74 eV/Å. Number 2: maximum force 7.12 eV/Å. Number 3: maximum force 9.78 eV/Å. Number 4: maximum force 5.86 eV/Å. Number 5: maximum force 1.03 eV/Å. Number 6: maximum force 4.81 eV/Å. Number 7: maximum force 3.32 eV/Å. Number 8: maximum force 7.19 eV/Å.